Entry from the OMol25 dataset: a cluster of 2 separate species, C9H13B in total in a non-equilibrium geometry (wB97M-V/def2-TZVPD).

Geometry (Å):
1 H -0.16 0.95 0.66
2 C 3.26 0.05 -0.98
3 C 0.89 -0.67 -0.33
4 H 3.72 2.05 -0.69
5 H 2.56 -1.95 -0.37
6 H -2.06 -2.28 -0.63
7 H 1.43 2.66 0.26
8 H -4.06 2.38 0.24
9 C -2.98 0.75 0.97
10 H -3.27 2.77 1.59
11 B -0.15 -1.54 -0.01
12 H 4.13 -0.40 -1.45
13 H -2.00 -2.34 1.09
14 C 0.80 0.66 0.21
15 H -3.36 0.10 0.18
16 C 2.96 1.29 -0.60
17 H 2.33 -1.41 -2.09
18 C -3.39 2.01 0.90
19 H -1.03 -3.52 0.23
20 H -2.20 0.45 1.57
21 C 2.25 -1.09 -0.98
22 C -1.42 -2.50 0.17
23 C 1.75 1.61 0.07

Calculated values
Largest force on an atom, Eh/bohr: 0.06636
SMILES: C/B=C1/C=CC=CC1.C=C
Orbital gap, eV: 7.25
Electronic energy, a.u.: -375.4161
Spin multiplicity: 1
Relative energy (zero: lowest compared OMol25 entry of this formula, charge and spin), kcal/mol: 63.31



Entry from the OMol25 dataset: an isolated molecule of C9H13BF2O2 in a non-equilibrium geometry (wB97M-V/def2-TZVPD).

Geometry (Å):
1 C -0.76 1.50 -0.02
2 C -1.47 -1.11 -1.38
3 O -1.40 -0.16 2.66
4 H 3.66 -0.50 -1.90
5 C -0.02 0.58 0.59
6 H -1.02 -0.73 -2.26
7 H 4.03 -0.94 -0.28
8 H -0.16 -2.42 2.24
9 O 0.09 -1.78 1.62
10 H 1.48 0.39 -1.60
11 H 1.41 -1.06 -0.60
12 H -4.05 0.76 -0.85
13 H 1.87 0.41 1.49
14 F -1.07 -2.39 -1.27
15 H -2.52 2.68 -0.27
16 C 1.97 -0.05 -0.70
17 H 3.93 0.90 -0.65
18 C 3.48 -0.17 -0.88
19 C -2.49 -0.67 -0.64
20 B -0.47 -0.56 1.64
21 C -2.98 0.71 -0.63
22 C -2.17 1.66 -0.19
23 H -1.63 -0.96 3.28
24 H -2.80 -1.30 0.15
25 C 1.56 0.74 0.52
26 F -0.11 2.67 -0.36
27 H 1.65 1.81 0.27

Calculated values
Largest force on an atom, Eh/bohr: 0.15590
Expectation value of S²: 2.01
Orbital gap (alpha / beta), eV: 5.59 / 7.80
Electronic energy, a.u.: -725.6850
Spin multiplicity: 3



Entry from the OMol25 dataset: a structure of composition C9H13BN2O2S in a non-equilibrium geometry (wB97M-V/def2-TZVPD).

Geometry (Å):
1 H 3.37 0.20 -2.80
2 S -1.15 1.39 -0.91
3 O -3.32 3.48 4.32
4 H -3.26 2.59 4.69
5 C -0.47 -3.18 -1.92
6 C -2.27 2.60 2.31
7 H 4.10 -2.77 -1.40
8 H -2.52 -2.62 -1.85
9 O 3.08 0.32 -1.88
10 H -0.64 -4.23 -2.19
11 N 0.37 0.81 -0.97
12 B 2.82 -0.98 -1.39
13 H -2.28 4.65 3.01
14 H -2.23 1.59 2.73
15 C -1.48 -2.29 -1.74
16 C 4.03 -1.83 -0.81
17 N -2.03 0.07 -1.25
18 C 1.32 -1.48 -1.49
19 H -3.21 2.69 1.76
20 H 3.99 -2.01 0.28
21 H 4.96 -1.27 -1.03
22 C -1.15 -0.92 -1.42
23 H -1.29 3.55 3.99
24 H 1.72 -3.49 -1.99
25 C 0.93 -2.76 -1.80
26 H -1.44 2.73 1.62
27 C 0.25 -0.48 -1.28
28 C -2.22 3.64 3.42

Calculated values
Largest force on an atom, Eh/bohr: 0.03274
Orbital gap, eV: 8.56
Electronic energy, a.u.: -1033.7971
Spin multiplicity: 1



Entry from the OMol25 dataset: a structure of composition C9H13BN2Sn in a non-equilibrium geometry (wB97M-V/def2-TZVPD).

Geometry (Å):
1 C 1.41 1.49 -1.70
2 B 1.58 -3.05 3.21
3 H 0.97 -4.07 3.11
4 C -2.03 0.54 -1.37
5 C 1.51 1.97 -0.45
6 H 2.73 -3.25 3.02
7 H 0.97 -1.72 -1.86
8 C -2.33 -0.43 -0.37
9 N 0.62 -1.19 1.25
10 C -2.23 0.22 0.90
11 C -1.73 1.76 -0.73
12 C -1.86 1.58 0.68
13 C 1.04 -2.01 2.11
14 H 1.42 -2.59 4.29
15 H 1.97 1.96 -3.65
16 H -1.69 2.33 1.45
17 C 1.42 1.27 -3.00
18 H -2.01 0.35 -2.45
19 H -1.45 2.69 -1.23
20 H -2.59 -1.47 -0.53
21 Sn -0.06 0.11 -0.11
22 H 0.90 0.42 -3.45
23 H 0.85 2.77 -0.10
24 H 2.31 1.64 0.22
25 N 0.66 -1.07 -1.13
26 H -2.39 -0.25 1.87

Calculated values
Largest force on an atom, Eh/bohr: 0.22365
Orbital gap, eV: 6.13
Electronic energy, a.u.: -699.0179
Spin multiplicity: 1
Relative energy (zero: lowest compared OMol25 entry of this formula, charge and spin), kcal/mol: 146.87



Entry from the OMol25 dataset: a structure of composition C9H13Br3O4 in a non-equilibrium geometry (wB97M-V/def2-TZVPD).

Geometry (Å):
1 H 0.74 -0.07 5.55
2 O 1.04 -1.89 3.58
3 H 1.65 -0.14 2.63
4 H -2.79 -1.45 -1.91
5 C -3.18 1.12 -2.09
6 Br 5.05 0.31 -2.69
7 O -2.36 -0.98 -4.67
8 C -2.57 -0.45 -3.57
9 C -0.26 -1.97 3.97
10 H -3.88 0.72 -1.35
11 C 5.16 1.24 -4.49
12 C 1.56 -0.60 3.62
13 H 5.24 0.53 -5.31
14 C -1.85 0.53 -1.59
15 H -1.04 1.11 -2.03
16 C 0.48 0.13 4.51
17 H -1.35 -0.65 5.33
18 Br 6.64 2.54 -4.65
19 H -1.61 -0.17 3.72
20 H -1.11 -1.45 -2.60
21 Br 3.39 2.14 -4.76
22 O -0.89 -3.04 4.10
23 O -3.28 0.59 -3.40
24 H 0.42 1.19 4.30
25 H 2.49 -0.49 4.18
26 C -1.95 -0.84 -2.24
27 H -3.16 2.20 -1.98
28 H -1.73 0.41 -0.52
29 C -0.84 -0.59 4.37

Calculated values
Largest force on an atom, Eh/bohr: 0.10951
Orbital gap, eV: 9.31
Electronic energy, a.u.: -8373.6821
Spin multiplicity: 1
Relative energy (zero: lowest compared OMol25 entry of this formula, charge and spin), kcal/mol: 43.48



Entry from the OMol25 dataset: a cluster of 2 separate species, C9H13BrN2O4S2 in total in a non-equilibrium geometry (wB97M-V/def2-TZVPD).

Geometry (Å):
1 H 4.27 -1.21 0.41
2 S -2.01 -0.81 -2.18
3 H -3.33 1.82 -1.85
4 O -0.78 -0.33 -1.66
5 H 3.72 0.46 2.87
6 C 1.36 -0.44 0.36
7 H 3.79 1.04 1.25
8 C 0.92 1.78 1.34
9 C 4.24 0.33 1.93
10 C -0.62 0.01 1.99
11 O -2.30 -0.06 -3.56
12 H -1.49 0.64 1.99
13 N 1.38 2.78 1.69
14 H 0.93 -1.09 -0.37
15 O -2.26 -2.19 -2.34
16 C -1.08 -1.31 1.67
17 H -3.68 1.36 -4.21
18 C -3.62 0.50 -3.54
19 C -3.84 0.89 -2.09
20 H 2.13 0.11 -0.16
21 C 3.93 -1.08 1.42
22 O -3.22 -0.17 -1.34
23 S 2.17 -1.46 1.62
24 H -4.89 0.97 -1.83
25 Br 0.04 0.11 3.82
26 H -0.32 0.82 0.09
27 H 4.45 -1.79 2.03
28 N -1.20 -2.47 1.59
29 H 5.30 0.52 2.03
30 C 0.32 0.55 0.91
31 H -4.33 -0.26 -3.86

Calculated values
Largest force on an atom, Eh/bohr: 0.05566
SMILES: CCSC[C@H](C#N)[C@H](Br)C#N.O=S1(=O)OCCO1
Orbital gap, eV: 8.69
Electronic energy, a.u.: -4131.5364
Spin multiplicity: 1



Entry from the OMol25 dataset: a structure of composition C9H13BrNO5 in a non-equilibrium geometry (wB97M-V/def2-TZVPD).

Geometry (Å):
1 H -0.08 -0.64 1.27
2 Br -1.43 -1.63 2.89
3 C 1.31 -1.86 -1.14
4 H 2.34 -2.38 -1.21
5 C 2.73 0.60 -1.48
6 O 0.47 -2.53 -2.12
7 C 0.39 0.62 -1.54
8 C -1.55 -0.46 -0.49
9 C 1.03 2.05 -1.73
10 H -0.07 1.90 0.86
11 O 2.45 2.02 -1.50
12 C -1.03 1.45 1.35
13 H -0.15 2.51 3.19
14 O 0.53 3.13 -2.05
15 H -2.69 -0.37 -0.49
16 O 3.92 0.27 -1.58
17 H 0.77 -4.02 -0.90
18 H -1.94 2.03 1.00
19 N -1.04 0.46 -1.55
20 C 1.46 -0.31 -1.38
21 O 0.11 -3.75 -1.58
22 C -0.77 1.58 2.95
23 H 0.93 -1.99 -0.06
24 C -1.06 -0.12 1.00
25 H -1.87 -0.61 1.74
26 H -1.80 1.58 3.43
27 H -1.43 1.42 -1.46
28 H -0.22 0.63 3.25
29 H -1.32 -1.56 -0.68

Calculated values
Largest force on an atom, Eh/bohr: 0.16364
Total charge: -1
Orbital gap, eV: 4.65
Electronic energy, a.u.: -3355.5404
Spin multiplicity: 1



Entry from the OMol25 dataset: a cluster of 4 separate species, C9H13Cl5N in total in a non-equilibrium geometry (wB97M-V/def2-TZVPD).

Geometry (Å):
1 H -4.45 5.19 5.20
2 H 4.08 2.24 -1.80
3 H -4.42 3.59 4.57
4 Cl -1.79 6.08 4.44
5 H -1.50 -2.38 -1.66
6 C -3.78 4.35 5.01
7 H 6.01 0.90 -2.93
8 C -1.71 -3.93 -3.07
9 C -1.71 -3.44 -1.75
10 H 5.56 0.46 -1.27
11 Cl 7.71 1.65 -1.44
12 H -2.11 3.84 3.70
13 H -3.30 5.07 3.12
14 C 5.12 2.46 -1.55
15 Cl 5.60 3.87 -2.51
16 C -1.88 -5.29 -3.24
17 H -1.59 -3.31 -3.95
18 H -2.04 -7.18 -2.18
19 H 5.16 2.71 -0.49
20 H -2.16 -6.06 0.08
21 C 5.96 1.25 -1.90
22 N -1.71 -4.18 -0.63
23 Cl -3.16 3.64 6.53
24 C -2.75 4.68 3.98
25 H -1.95 -5.74 -4.22
26 C -1.97 -5.50 -0.82
27 C -1.85 -6.12 -2.11
28 Cl 0.62 1.14 0.87

Calculated values
Largest force on an atom, Eh/bohr: 0.05300
Total charge: -1
Orbital gap, eV: 6.40
Electronic energy, a.u.: -2706.5049
Spin multiplicity: 1
Relative energy (zero: lowest compared OMol25 entry of this formula, charge and spin), kcal/mol: 37.55



Entry from the OMol25 dataset: an isolated molecule of C9H13ClO2 in a non-equilibrium geometry (wB97M-V/def2-TZVPD).

Geometry (Å):
1 H 2.49 0.87 2.33
2 C -1.70 1.59 1.46
3 C -0.73 -3.01 -0.20
4 C -0.77 -0.47 0.15
5 C -0.51 -0.43 -1.34
6 H -0.53 -3.91 0.30
7 H -0.74 -1.95 1.67
8 H 0.44 -0.80 -1.50
9 H -0.76 1.86 1.86
10 H 3.68 -0.01 1.26
11 H -1.45 1.38 -1.74
12 H 2.59 1.25 0.60
13 C -1.77 0.60 0.58
14 C -0.49 1.04 -1.82
15 H -0.10 1.18 -2.86
16 O 1.91 -1.46 0.14
17 H 0.10 1.61 -1.06
18 H -1.29 -0.99 -1.96
19 C -0.88 -1.90 0.59
20 H -0.80 -3.01 -1.30
21 O 0.40 0.06 0.90
22 Cl -3.43 0.12 0.22
23 C 1.65 -0.44 0.75
24 C 2.70 0.46 1.39
25 H -2.55 2.22 1.70

Calculated values
Largest force on an atom, Eh/bohr: 0.06875
SMILES: C=C[C@](CC)(OC(C)=O)C(=C)Cl
Orbital gap, eV: 10.37
Electronic energy, a.u.: -961.3324
Spin multiplicity: 1
Relative energy (zero: lowest compared OMol25 entry of this formula, charge and spin), kcal/mol: 0.00



Entry from the OMol25 dataset: the ion C9H13INO with charge +1 in a non-equilibrium geometry (wB97M-V/def2-TZVPD).

Geometry (Å):
1 C 0.96 -1.21 -0.12
2 H -4.49 -0.43 -0.65
3 H -3.78 0.29 1.74
4 C 1.10 0.59 1.52
5 H 0.37 -2.59 -1.59
6 H -1.29 0.56 1.97
7 H 2.21 0.51 1.53
8 H 0.50 -0.10 2.14
9 I 0.79 2.70 2.27
10 C 1.24 1.23 -0.90
11 H -2.95 -0.18 -2.48
12 H -0.45 0.10 -2.02
13 H 0.57 -1.84 0.73
14 O 0.48 -1.66 -1.38
15 C -1.68 0.30 1.10
16 H 1.08 0.77 -1.86
17 H 2.30 1.15 -0.70
18 C -3.48 -0.15 -0.38
19 N -0.86 0.32 0.04
20 C -2.58 -0.14 -1.47
21 H 0.77 2.17 -0.74
22 C -3.10 0.13 0.85
23 C -1.26 0.17 -1.24
24 H 2.13 -1.10 -0.32
25 C 0.61 0.27 0.13

Calculated values
Largest force on an atom, Eh/bohr: 0.12533
SMILES: C[C@@](CO)(CI)[n+]1ccccc1
Total charge: +1
Orbital gap, eV: 8.96
Electronic energy, a.u.: -778.1305
Spin multiplicity: 1
Relative energy (zero: lowest compared OMol25 entry of this formula, charge and spin), kcal/mol: 0.00



Entry from the OMol25 dataset: a structure of composition C9H13MnNO2 in a non-equilibrium geometry (wB97M-V/def2-TZVPD).

Geometry (Å):
1 H 1.64 -1.82 -0.30
2 H 2.21 1.71 -1.62
3 C 0.37 0.59 1.36
4 H -0.48 -0.72 4.00
5 C 0.38 0.69 -2.51
6 H 0.54 0.75 3.84
7 C -0.54 -2.17 -0.32
8 N -1.32 -1.00 -0.06
9 H 0.80 0.05 -3.27
10 H 0.86 -1.86 -1.98
11 Mn 0.04 0.16 -0.52
12 C -1.02 0.82 -2.17
13 O 0.51 1.74 1.76
14 C 1.13 1.56 -1.63
15 H 0.43 3.07 -0.11
16 C 0.19 2.25 -0.78
17 C -1.14 1.79 -1.11
18 H -1.85 0.31 -2.66
19 H 1.31 -0.88 3.91
20 H -1.05 -2.84 -1.04
21 C 0.44 -0.31 3.59
22 H -0.35 -2.82 0.56
23 H -2.17 -1.11 0.48
24 O 0.37 -0.50 2.15
25 H -2.06 2.17 -0.67
26 C 0.76 -1.60 -0.92

Calculated values
Largest force on an atom, Eh/bohr: 0.06504
Expectation value of S²: 6.07
Total charge: -1
Orbital gap (alpha / beta), eV: 4.44 / 6.65
Electronic energy, a.u.: -1706.8279
Spin multiplicity: 5
Relative energy (zero: lowest compared OMol25 entry of this formula, charge and spin), kcal/mol: 4.80



Entry from the OMol25 dataset: a structure of composition C9H13MnO5P in a non-equilibrium geometry (wB97M-V/def2-TZVPD).

Geometry (Å):
1 H -3.02 0.86 0.61
2 C 0.79 -0.26 1.33
3 P -1.90 1.31 2.81
4 C 2.27 -1.84 -2.52
5 H -1.35 -0.66 4.04
6 C -1.04 -1.38 0.40
7 Mn -0.74 0.40 0.78
8 C -1.08 0.34 -1.13
9 O -0.42 1.58 2.49
10 H 1.29 -2.02 -2.92
11 H -3.13 -0.51 3.79
12 O -1.29 0.47 -2.29
13 H 3.53 -0.29 -1.91
14 H -3.05 3.08 3.93
15 O 0.72 2.93 0.02
16 H -2.19 1.95 5.06
17 C -2.14 -0.41 3.33
18 C 2.78 -0.64 -2.62
19 H -1.24 3.14 4.09
20 O 1.86 -0.60 1.71
21 H -2.84 2.62 0.96
22 H 2.44 -2.35 -1.59
23 O -1.25 -2.51 0.35
24 C 0.16 1.90 0.17
25 H -2.08 -1.13 2.49
26 C -3.03 1.64 1.42
27 H 2.38 0.14 -3.28
28 H -4.05 1.63 1.82
29 C -2.14 2.50 4.12

Calculated values
Largest force on an atom, Eh/bohr: 0.22181
Expectation value of S²: 6.06
Total charge: +3
Orbital gap (alpha / beta), eV: 8.25 / 5.53
Electronic energy, a.u.: -2217.9095
Spin multiplicity: 5